No. 1
Below is a 5-piece molecular cluster, C36H72Br2N5O14S overall, with properties calculated with ωB97M-V with the def2-TZVPD basis set.

The geometry in XYZ format:
```
130
Properties=species:S:1:pos:R:3:mulliken_charge:R:1
C -1.42 4.57 1.86 -1.06
C -2.28 5.94 1.54 -0.05
Br -3.90 6.15 2.75 -0.12
C -2.67 5.95 -0.05 -0.17
Br -3.24 4.13 -0.66 -0.03
C -3.73 7.17 -0.46 0.38
C -5.29 6.83 -0.88 -0.45
N -6.31 7.90 -1.30 0.36
C -7.74 7.46 -1.66 -1.01
C -8.49 7.22 -0.20 0.58
N -10.01 7.41 -0.32 -0.60
N -8.04 8.24 0.86 -0.63
N -8.13 5.85 0.39 -0.52
C -5.91 9.39 -1.34 -0.14
C -4.37 9.91 -0.95 0.04
N -4.13 11.40 -1.07 -0.46
C -3.94 11.98 0.19 0.31
S -3.08 12.77 1.47 0.01
C -3.28 8.78 -0.49 0.30
C -1.75 9.25 -0.07 0.08
O -1.42 9.89 1.05 -0.49
O -0.66 8.93 -1.02 -0.46
H -0.72 4.34 0.93 0.28
H -2.14 3.67 2.12 0.37
H -0.69 4.68 2.79 0.37
H -1.59 6.86 1.80 0.36
H -1.67 6.21 -0.65 0.48
H -5.71 5.71 -0.87 0.19
H -8.31 8.24 -2.33 0.29
H -7.61 6.41 -2.20 0.32
H -10.36 7.27 0.67 0.33
H -10.12 8.44 -0.54 0.30
H -8.03 9.21 0.47 0.25
H -7.10 7.97 1.25 0.22
H -8.55 5.81 1.35 0.30
H -8.46 5.07 -0.22 0.26
H -6.71 10.18 -1.66 0.37
H 0.19 9.27 -0.62 0.40
C -0.12 0.93 0.78 -0.33
O 0.77 1.19 1.84 -0.17
C 0.16 1.06 3.13 -0.39
C 1.17 0.55 4.16 -0.43
O 1.50 -0.84 4.01 -0.50
C 2.30 -1.19 2.87 -0.15
C 3.74 -0.68 2.94 -0.47
O 3.79 0.72 2.68 -0.20
C 4.82 1.37 3.41 -0.83
H -0.84 1.76 0.68 0.12
H 0.46 0.86 -0.15 -0.13
H -0.65 -0.02 0.92 0.41
H -0.70 0.37 3.09 0.39
H -0.20 2.05 3.42 0.24
H 0.71 0.63 5.15 0.43
H 2.07 1.16 4.19 0.10
H 1.80 -0.89 1.94 -0.06
H 2.33 -2.28 2.86 0.42
H 4.34 -1.18 2.17 0.42
H 4.15 -0.92 3.93 0.28
H 4.75 1.15 4.48 0.39
H 4.70 2.45 3.28 0.24
H 5.80 1.07 3.03 0.25
C -0.14 -4.47 -4.14 -0.71
O 0.97 -3.63 -3.89 -0.22
C 1.85 -3.52 -5.01 -0.57
C 2.49 -2.12 -5.05 -0.29
O 1.60 -1.08 -5.47 -0.48
C 0.57 -0.72 -4.53 -0.37
C 1.09 0.00 -3.28 -0.50
O 1.72 -0.93 -2.39 -0.15
C 2.80 -0.36 -1.67 -0.86
H 0.19 -5.52 -4.18 0.34
H -0.85 -4.35 -3.33 0.11
H -0.64 -4.20 -5.08 0.38
H 1.32 -3.70 -5.95 0.35
H 2.63 -4.27 -4.89 0.39
H 3.28 -2.15 -5.81 0.43
H 2.98 -1.87 -4.11 0.06
H -0.05 -1.58 -4.28 0.12
H -0.08 -0.02 -5.07 0.40
H 0.25 0.45 -2.74 0.31
H 1.79 0.78 -3.58 0.38
H 3.51 0.11 -2.36 0.39
H 3.31 -1.16 -1.14 0.19
H 2.42 0.37 -0.95 0.30
C -5.95 -7.70 -4.01 -0.81
O -5.37 -7.23 -2.81 -0.23
C -5.95 -7.79 -1.64 -0.57
C -4.90 -7.93 -0.53 -0.25
O -3.96 -8.99 -0.75 -0.48
C -3.01 -8.79 -1.80 -0.32
C -1.97 -7.70 -1.49 -0.58
O -2.54 -6.40 -1.62 -0.26
C -1.99 -5.47 -0.71 -0.93
H -6.96 -7.28 -4.13 0.32
H -5.33 -7.38 -4.85 0.23
H -6.00 -8.80 -4.02 0.35
H -6.39 -8.78 -1.85 0.36
H -6.74 -7.11 -1.31 0.38
H -5.43 -8.20 0.39 0.42
H -4.39 -6.99 -0.33 0.06
H -3.50 -8.61 -2.75 0.12
H -2.48 -9.74 -1.90 0.41
H -1.14 -7.77 -2.21 0.37
H -1.57 -7.86 -0.48 0.38
H -2.04 -5.85 0.32 0.41
H -2.58 -4.55 -0.76 0.23
H -0.95 -5.24 -0.98 0.38
C 9.78 -5.41 0.71 -0.79
O 9.69 -4.25 1.51 -0.27
C 9.19 -3.12 0.81 -0.63
C 8.38 -2.21 1.74 -0.30
O 7.10 -2.74 2.09 -0.39
C 7.10 -3.87 2.98 -0.38
C 7.54 -3.54 4.41 -0.55
O 8.95 -3.36 4.47 -0.28
C 9.34 -2.40 5.43 -0.78
H 10.61 -5.31 -0.01 0.32
H 9.98 -6.27 1.36 0.23
H 8.84 -5.60 0.18 0.35
H 8.56 -3.43 -0.03 0.35
H 10.05 -2.56 0.42 0.40
H 8.17 -1.28 1.20 0.41
H 8.95 -1.93 2.63 0.12
H 7.67 -4.70 2.56 0.10
H 6.05 -4.21 3.02 0.44
H 7.29 -4.37 5.07 0.41
H 7.01 -2.64 4.75 0.33
H 8.81 -1.45 5.28 0.33
H 10.41 -2.21 5.32 0.23
H 9.16 -2.78 6.44 0.33
```

As for the HOMO energy: -10.07 eV. As for the net charge: +1. The value obtained for the HOMO-LUMO gap is 0.1783 hartree.

=====

No. 2
Below is a 3-piece molecular cluster, C36H72BrN5O12P3S overall, with properties calculated with ωB97M-V with the def2-TZVPD basis set.

The geometry in XYZ format:
```
130
Properties=species:S:1:pos:R:3:mulliken_charge:R:1
C -1.88 -0.72 3.91 -1.45
C -1.92 -1.21 2.43 0.43
C -3.11 -0.65 1.62 -0.44
C -4.16 -1.74 1.31 -1.75
C -2.78 0.27 0.39 2.15
C -2.89 1.73 0.92 -2.14
C -1.76 2.16 1.88 1.12
C -2.22 3.17 2.96 -1.36
C -1.24 4.34 3.05 -1.12
N -1.41 5.26 1.93 0.40
C -0.44 5.70 1.09 -0.33
C -0.97 6.52 0.13 -0.66
C -2.37 6.58 0.41 -0.77
C -2.59 5.81 1.51 -0.60
C -1.39 0.08 -0.24 -1.67
P -0.75 -1.64 -0.76 -0.40
O -1.69 -2.81 -0.15 -0.34
Br 1.10 -1.76 0.46 -0.22
N -1.11 1.08 -1.35 0.95
C 0.26 0.91 -1.91 -0.40
C -2.25 1.27 -2.34 2.86
C -1.86 0.99 -3.84 -1.52
C -1.45 2.20 -4.67 -1.63
N -0.24 2.94 -4.25 0.82
C -0.47 4.39 -4.46 -0.53
C 0.79 5.24 -4.27 -1.41
C 0.92 2.58 -5.04 0.35
C 2.17 2.11 -4.32 -0.91
O 0.94 2.68 -6.24 -0.53
N -2.56 2.69 -2.29 -0.81
C -3.68 3.12 -2.40 0.37
S -5.13 3.66 -2.58 -0.27
C -3.42 0.31 -2.03 -2.29
O -3.13 -0.97 -2.61 -0.59
N -3.80 0.11 -0.65 0.59
O -5.04 0.69 -0.35 -0.54
H -0.92 -0.24 4.10 0.22
H -2.64 0.04 4.12 0.31
H -1.98 -1.54 4.62 0.36
H -2.04 -2.29 2.49 0.76
H -0.93 -1.01 2.03 -0.73
H -3.66 -0.03 2.33 0.51
H -5.18 -1.37 1.45 0.40
H -4.09 -2.13 0.30 0.26
H -4.03 -2.59 1.98 0.44
H -2.92 2.47 0.10 -0.14
H -3.82 1.86 1.46 1.13
H -1.03 2.72 1.27 -0.50
H -1.20 1.34 2.31 0.00
H -2.26 2.67 3.92 0.45
H -3.19 3.55 2.63 0.57
H -1.47 4.88 3.97 0.47
H -0.20 4.02 3.08 0.47
H 0.61 5.46 1.12 0.51
H -0.41 6.99 -0.66 0.54
H -3.07 7.16 -0.17 0.50
H -3.54 5.64 1.99 0.41
H -0.69 0.37 0.54 1.59
H -2.09 -3.28 -0.89 0.36
H -1.04 1.95 -0.82 0.47
H 0.35 0.12 -2.64 0.37
H 0.90 0.65 -1.07 -0.08
H 0.63 1.88 -2.24 -0.32
H -1.23 0.11 -3.96 0.32
H -2.82 0.70 -4.29 0.52
H -1.26 1.82 -5.68 0.53
H -2.27 2.90 -4.81 0.58
H -0.80 4.55 -5.50 0.41
H -1.26 4.74 -3.79 0.43
H 0.51 6.28 -4.14 0.41
H 1.34 4.95 -3.38 0.27
H 1.43 5.21 -5.15 0.38
H 2.04 1.11 -3.90 0.19
H 3.04 2.22 -4.95 0.42
H 2.31 2.77 -3.46 0.17
H -4.33 0.62 -2.55 1.10
H -3.98 -1.43 -2.69 0.50
H -5.11 1.59 -0.71 0.26
O 0.66 -6.52 -2.87 -0.83
P 0.41 -7.41 -1.72 0.96
O 1.45 -6.98 -0.55 -0.26
C 1.30 -5.70 0.06 -0.37
C 0.10 -5.65 1.00 -0.82
O 1.07 -8.81 -2.21 -0.32
C 1.45 -9.05 -3.57 -0.34
C 2.94 -8.80 -3.76 -1.09
O -0.72 -8.10 -0.85 -0.27
C -0.66 -9.43 -0.30 -0.21
C 0.47 -9.67 0.67 -0.90
H 1.22 -4.93 -0.71 0.27
H 2.21 -5.51 0.62 0.29
H -0.84 -5.74 0.45 0.22
H 0.08 -4.70 1.54 0.31
H 0.14 -6.47 1.71 0.30
H 0.86 -8.45 -4.25 0.35
H 1.23 -10.10 -3.78 0.33
H 3.22 -7.82 -3.37 0.27
H 3.20 -8.85 -4.82 0.38
H 3.52 -9.54 -3.22 0.29
H -0.66 -10.16 -1.10 0.26
H -1.61 -9.56 0.23 0.34
H 1.44 -9.65 0.17 0.26
H 0.35 -10.65 1.13 0.40
H 0.48 -8.92 1.45 0.18
O 1.94 1.25 2.67 -0.56
P 3.33 1.55 3.11 0.97
O 3.18 2.79 4.14 -0.26
C 2.60 2.57 5.43 -0.14
C 3.55 1.84 6.36 -1.12
O 3.85 2.31 1.75 -0.37
C 3.17 2.21 0.51 -0.38
C 2.25 3.39 0.29 -0.40
O 4.81 1.13 3.51 -0.43
C 6.03 1.76 3.07 -0.23
C 6.17 3.21 3.47 -0.90
H 1.66 2.02 5.33 0.11
H 2.37 3.55 5.84 0.36
H 3.72 0.81 6.03 0.29
H 3.13 1.80 7.37 0.43
H 4.52 2.34 6.40 0.21
H 2.62 1.26 0.44 0.00
H 3.93 2.19 -0.27 0.42
H 1.60 3.55 1.16 -0.37
H 1.62 3.25 -0.59 0.14
H 2.83 4.31 0.16 0.59
H 6.16 1.63 2.00 0.25
H 6.83 1.19 3.55 0.37
H 5.45 3.85 2.95 0.22
H 7.17 3.56 3.22 0.42
H 6.01 3.34 4.54 0.19
```

As for the HOMO energy: -10.43 eV. As for the net charge: +1. The value obtained for the HOMO-LUMO gap is 0.2745 hartree.

=====

No. 3
Below is C36H72ClFMnO18 as an isolated structure, with properties calculated with ωB97M-V with the def2-TZVPD basis set.

The geometry in XYZ format:
```
129
Properties=species:S:1:pos:R:3:mulliken_charge:R:1
Mn -0.08 -0.97 0.24 0.90
F 0.13 0.59 -1.05 -0.47
Cl -0.29 -2.82 1.87 -0.67
O -4.17 4.44 -3.32 -0.58
C -4.43 4.18 -2.13 0.82
O -3.72 3.27 -1.42 -0.26
C -2.62 2.56 -1.96 0.94
C -3.11 1.51 -2.90 -1.17
C -5.40 4.98 -1.33 -1.32
H -2.25 2.08 -1.06 -0.79
H -1.89 3.26 -2.38 0.29
H -2.26 0.89 -3.19 0.12
H -3.60 1.94 -3.77 0.50
H -3.85 0.90 -2.38 0.29
H -4.96 5.21 -0.35 0.31
H -6.34 4.44 -1.20 0.32
H -5.63 5.89 -1.86 0.36
O 0.48 -0.94 6.78 -0.62
C -0.42 -0.18 6.44 0.92
O -1.51 -0.51 5.82 -0.26
C -1.77 -1.92 5.60 -0.05
C -3.24 -2.09 5.21 -0.83
C -0.36 1.22 6.80 -1.08
H -1.60 -2.43 6.55 0.40
H -1.09 -2.30 4.83 0.09
H -3.39 -1.62 4.24 -0.11
H -4.01 -1.70 5.88 0.34
H -3.42 -3.15 5.05 0.40
H -0.57 1.37 7.86 0.32
H -1.04 1.81 6.17 0.27
H 0.66 1.61 6.73 0.31
O 5.26 -5.15 1.66 -0.67
C 4.53 -4.16 1.82 0.68
O 4.87 -2.87 1.79 0.04
C 6.24 -2.50 1.91 -0.42
C 6.47 -1.06 1.51 -1.00
C 3.06 -4.36 2.01 -0.15
H 6.86 -3.10 1.25 0.40
H 6.53 -2.51 2.97 0.31
H 6.14 -0.77 0.51 0.25
H 7.55 -0.89 1.49 0.46
H 6.03 -0.42 2.28 0.16
H 2.51 -3.46 1.71 -0.48
H 2.82 -4.59 3.04 0.42
H 2.65 -5.19 1.44 0.04
O 0.32 0.23 -6.65 -0.60
C 0.16 1.45 -6.79 0.88
O 0.99 2.32 -6.21 -0.37
C 2.17 1.93 -5.47 -0.54
C 1.77 1.44 -4.08 -0.43
C -0.99 2.00 -7.53 -1.09
H 2.71 2.87 -5.37 0.35
H 2.77 1.17 -5.99 0.29
H 1.46 0.40 -4.00 0.07
H 1.01 2.02 -3.55 0.12
H 2.64 1.51 -3.44 0.39
H -1.71 1.26 -7.89 0.34
H -0.60 2.37 -8.48 0.32
H -1.50 2.81 -7.01 0.27
O 1.59 -1.93 -0.72 0.20
C 2.69 -2.53 -0.95 0.43
O 2.91 -3.90 -1.08 -0.29
C 1.82 -4.75 -1.24 0.30
C 2.50 -6.10 -1.21 -1.50
C 3.93 -1.71 -1.12 -0.22
H 1.35 -4.60 -2.21 0.09
H 1.08 -4.61 -0.45 0.22
H 1.74 -6.87 -1.34 0.43
H 2.89 -6.36 -0.22 0.36
H 3.24 -6.22 -2.00 0.33
H 4.84 -2.18 -1.48 0.35
H 4.22 -1.26 -0.17 -0.65
H 3.70 -0.94 -1.86 0.31
O -1.28 -2.00 -1.25 -0.51
C -1.63 -2.29 -2.43 0.59
O -2.87 -2.50 -2.86 -0.32
C -3.86 -2.56 -1.90 0.67
C -5.07 -3.18 -2.56 -1.63
C -0.59 -2.31 -3.51 -0.03
H -4.20 -1.59 -1.54 -0.29
H -3.68 -3.26 -1.08 0.32
H -5.26 -2.71 -3.52 0.37
H -5.96 -3.03 -1.95 0.40
H -4.81 -4.23 -2.71 0.37
H -0.23 -1.28 -3.47 -0.16
H -0.98 -2.71 -4.44 0.37
H 0.22 -2.96 -3.18 -0.38
O 1.72 -0.19 1.37 -0.14
C 2.59 0.54 1.82 0.48
O 3.16 0.36 3.03 -0.36
C 2.69 -0.64 3.85 1.01
C 3.74 -1.14 4.82 -1.42
C 3.17 1.72 1.02 -0.87
H 2.31 -1.55 3.38 -0.36
H 1.82 -0.31 4.41 -0.08
H 4.50 -1.74 4.31 0.14
H 3.18 -1.81 5.46 0.43
H 4.13 -0.39 5.52 0.38
H 4.16 1.53 0.62 0.37
H 3.24 2.61 1.65 0.48
H 2.53 1.94 0.17 -0.15
O -1.39 0.29 1.44 0.57
C -2.24 0.96 2.05 0.51
O -3.58 0.87 1.90 -0.35
C -4.24 0.16 0.87 0.27
C -4.33 -1.27 1.16 -1.19
C -1.84 1.91 3.17 -0.82
H -3.81 0.32 -0.11 -0.18
H -5.30 0.42 0.97 0.41
H -5.06 -1.63 0.43 0.41
H -4.64 -1.53 2.18 0.29
H -3.39 -1.81 1.05 0.15
H -2.61 2.21 3.88 0.42
H -1.48 2.84 2.73 0.13
H -1.07 1.52 3.83 -0.08
O 0.22 6.89 -0.90 -0.60
C -0.33 6.02 -1.60 0.59
O -0.20 4.64 -1.48 -0.05
C 0.72 4.14 -0.59 -0.29
C 0.05 3.60 0.70 -0.55
C -1.36 6.53 -2.56 -0.98
H 1.63 4.72 -0.44 0.42
H 1.10 3.24 -1.09 -0.15
H -0.44 4.44 1.20 0.54
H 0.84 3.12 1.29 0.28
H -0.61 2.76 0.50 -0.28
H -1.87 5.75 -3.13 0.19
H -0.92 7.30 -3.20 0.35
H -2.12 6.95 -1.90 0.26
```

As for the expectation value of S²: 8.75. The value obtained for the energy above the lowest of the compared OMol25 structures with the same formula, charge and spin is 178.2 kJ/mol. Its multiplicity is 6. As for the HOMO energy (alpha / beta): -7.88 / -8.79 eV. The value obtained for the HOMO-LUMO gap (alpha / beta) is 0.3077 / 0.3413 hartree.